Molecular formula: C2H20O8
Method: DFT, the ωB97M-V functional and the def2-TZVPD basis

XYZ file:
```
30
Properties=species:S:1:pos:R:3:forces:R:3:mulliken_charge:R:1
O 0.8447 0.6839 1.1744 1.2 -0.5 0.0 -0.366
H 1.6785 0.7384 0.6571 0.2 0.3 0.1 0.495
H 0.1876 0.6655 0.4146 -2.1 -0.3 -0.6 0.372
H 0.8897 -0.2598 1.4615 -0.2 -0.3 0.4 0.452
C -2.0579 -1.7660 0.4521 0.4 -0.8 -0.7 -0.800
C -2.2845 -0.5005 -0.3319 -0.6 1.7 0.0 -0.568
O -1.1456 0.2899 -0.4651 1.6 -0.4 0.2 -0.565
H -2.9803 -2.2453 0.8005 0.2 0.4 0.4 0.422
H -1.2779 -1.5971 1.2155 -0.8 0.0 0.1 -0.117
H -1.6295 -2.4978 -0.2352 0.2 -0.2 0.0 0.327
H -3.0114 0.1580 0.1483 -0.6 -0.3 0.6 0.371
H -2.7537 -0.6404 -1.3191 0.2 -0.6 0.0 0.279
O -1.7900 2.4574 0.9309 1.3 2.1 0.3 -0.708
H -1.6363 1.6469 0.4706 0.1 -1.5 -1.0 0.465
H -2.5811 2.4099 1.4168 -1.4 -0.3 0.8 0.311
O 1.6018 2.0459 -0.9319 0.8 0.5 0.1 -0.606
H 2.3248 2.6767 -0.7794 -0.4 0.0 0.1 0.251
H 1.6963 1.8585 -1.8675 -0.2 -0.4 -0.3 0.295
O 3.4280 -0.3016 0.9090 -0.2 0.4 0.0 -0.569
H 4.0409 0.2933 0.4439 0.1 -0.9 0.4 0.262
H 3.8463 -1.1035 1.2567 0.3 0.7 -0.5 0.254
O -1.2679 1.6091 -2.6977 1.3 0.8 -0.4 -0.684
H -1.0185 1.1683 -1.8590 -0.9 -0.7 0.5 0.302
H -0.5693 2.2883 -2.6794 -0.7 0.1 -0.5 0.313
O 0.9641 -1.1585 -1.3560 0.4 0.2 -1.3 -0.656
H 0.8637 -0.7499 -2.2402 0.5 -0.4 0.4 0.330
H 0.0641 -0.9636 -1.0717 -0.7 0.4 0.9 0.186
O 1.1198 -2.0294 2.0269 1.8 1.3 0.2 -0.601
H 0.4732 -2.6971 1.9933 -1.3 -1.3 -0.2 0.295
H 1.9805 -2.4796 2.0621 -0.6 0.2 -0.1 0.256
```
Forces are in eV/Å.

Properties
F_max: 2.47 eV/A
energy relative to the best compared isomer or geometry (same formula, charge and spin): 2.202 eV
E_LUMO: -0.0125 Ha